C8H21N5O | ωB97M-V/def2-TZVPD

Cartesian coordinates (Å):
1 C 0.210 2.245 2.093
2 C -1.810 -0.940 -0.568
3 C -0.479 -1.425 0.060
4 C -0.995 -0.819 1.388
5 C -0.326 3.506 2.565
6 C 0.797 -0.899 -0.606
7 C 0.847 -1.291 -2.072
8 C 2.237 -0.780 -2.541
9 N -2.187 -0.537 0.858
10 N -3.165 0.354 1.152
11 N -0.484 1.381 1.450
12 N -0.699 -1.169 2.635
13 N 2.509 -0.945 -3.993
14 O 1.462 1.967 2.492
15 H -1.701 -0.037 -1.094
16 H -2.288 -1.707 -0.959
17 H -0.338 -2.530 0.132
18 H -0.330 3.432 3.616
19 H 0.390 4.341 2.385
20 H -1.372 3.619 2.255
21 H 0.694 0.200 -0.716
22 H 1.729 -1.200 -0.180
23 H 0.670 -2.344 -2.182
24 H 0.047 -0.824 -2.663
25 H 2.217 0.207 -2.207
26 H 3.178 -1.016 -2.077
27 H -3.609 0.021 2.020
28 H -3.897 0.466 0.396
29 H -1.394 1.604 1.266
30 H -1.451 -1.047 3.366
31 H 1.805 1.056 2.043
32 H 0.080 -1.686 2.774
33 H 1.570 -0.678 -4.457
34 H 2.673 -2.034 -4.233
35 H 3.413 -0.487 -4.399

- Frontier orbital gap: 0.32654 Ha
- Energy above the lowest of the compared OMol25 structures with the same formula, charge and spin: 131.71 kJ/mol
- F_max: 6.17 eV/A
- Net charge: +2
- LUMO: -6.197 eV